Below is 36 unconnected molecules or ions with the total composition C4H76IN2O35S in a non-equilibrium geometry, with properties calculated with ωB97M-V with the def2-TZVPD basis set.

## Properties
Net charge: -1
Electronic energy in a.u.: -3636.80153
Orbital gap in eV: 5.52
E_LUMO in eV: 1.46
E_HOMO in eV: -4.0542

Atoms and positions in Å:
1 C 1.762 0.980 0.509
2 N 1.250 -0.369 0.188
3 C -0.041 -0.336 -0.525
4 C -1.286 -0.258 0.330
5 I -1.083 -1.845 1.882
6 N -1.311 1.010 1.036
7 C -1.409 2.103 0.577
8 S -1.016 3.574 0.091
9 H 2.546 1.262 -0.185
10 H 0.980 1.723 0.417
11 H 2.112 1.013 1.537
12 H 1.935 -0.836 -0.387
13 H -0.045 0.498 -1.238
14 H -0.122 -1.253 -1.099
15 O -1.722 -2.576 -2.336
16 H -2.286 -2.203 -1.641
17 H -2.077 -2.217 -3.155
18 O -0.698 -5.087 -3.315
19 H -0.868 -5.693 -2.577
20 H -1.019 -4.236 -2.967
21 O 2.002 4.160 -1.734
22 H 1.114 4.271 -1.372
23 H 1.996 4.720 -2.520
24 O -2.340 -3.196 -4.964
25 H -2.106 -3.582 -5.811
26 H -2.997 -3.792 -4.587
27 O 2.991 -0.596 3.491
28 H 2.245 -0.898 2.957
29 H 3.736 -0.672 2.878
30 O 0.926 0.807 5.844
31 H 0.186 0.508 5.302
32 H 1.677 0.741 5.239
33 O 2.632 7.142 -2.451
34 H 2.836 8.054 -2.702
35 H 3.404 6.859 -1.953
36 O -4.074 -3.312 -1.018
37 H -3.839 -4.198 -0.726
38 H -4.547 -2.941 -0.264
39 O 1.361 -5.066 -5.596
40 H 1.980 -4.945 -4.872
41 H 0.505 -5.096 -5.145
42 O 4.050 0.936 -1.983
43 H 4.895 1.266 -2.312
44 H 3.402 1.263 -2.614
45 O -5.285 -5.725 -0.067
46 H -5.072 -6.125 -0.915
47 H -5.971 -6.296 0.301
48 O 2.002 5.372 1.232
49 H 2.105 5.233 0.277
50 H 1.311 4.741 1.473
51 O -2.814 -3.247 4.829
52 H -3.322 -2.553 5.261
53 H -2.458 -2.814 4.040
54 O 4.731 4.197 1.062
55 H 3.856 4.441 1.396
56 H 4.805 4.693 0.241
57 O -4.707 -3.470 2.316
58 H -4.324 -3.540 3.200
59 H -5.606 -3.796 2.419
60 O -0.594 -6.671 -0.947
61 H -0.925 -6.686 -0.045
62 H 0.361 -6.760 -0.850
63 O 0.760 -4.582 3.460
64 H 0.124 -3.870 3.285
65 H 1.412 -4.169 4.034
66 O 3.192 9.659 -4.430
67 H 2.405 9.508 -4.970
68 H 3.884 9.830 -5.073
69 O -1.152 -7.042 3.586
70 H -0.851 -6.288 3.069
71 H -0.464 -7.143 4.248
72 O -7.993 -7.017 -0.046
73 H -8.506 -6.611 0.661
74 H -8.363 -6.644 -0.852
75 O -7.800 -2.821 1.686
76 H -8.313 -2.123 2.106
77 H -7.383 -2.383 0.930
78 O 7.069 2.017 -1.521
79 H 6.821 1.765 -0.628
80 H 8.011 1.821 -1.565
81 O -5.338 -0.819 0.083
82 H -5.060 -0.048 -0.426
83 H -4.624 -0.937 0.722
84 O 9.292 2.960 -2.871
85 H 10.127 3.290 -3.214
86 H 8.627 3.280 -3.489
87 O 4.896 0.407 1.591
88 H 4.383 1.111 2.006
89 H 5.132 0.774 0.732
90 O -1.948 1.986 6.295
91 H -2.194 1.827 7.210
92 H -1.052 1.637 6.228
93 O 4.962 7.369 0.943
94 H 5.420 7.053 1.728
95 H 4.062 7.034 1.056
96 O -3.722 0.275 -2.222
97 H -2.829 0.590 -2.038
98 H -3.791 0.248 -3.180
99 O 1.869 -6.358 0.870
100 H 2.082 -7.239 1.192
101 H 1.400 -5.944 1.608
102 O -7.302 -3.747 4.373
103 H -7.880 -3.347 5.030
104 H -7.571 -3.345 3.531
105 O -9.341 -6.222 3.903
106 H -8.862 -6.992 3.583
107 H -8.662 -5.679 4.324
108 O 2.880 9.463 -0.491
109 H 3.572 9.143 0.098
110 H 2.076 9.411 0.034
111 O 7.915 0.049 0.540
112 H 7.599 0.023 1.450
113 H 8.577 -0.646 0.489
114 O 0.713 6.569 -4.643
115 H 0.023 7.219 -4.483
116 H 1.418 6.807 -4.024
117 O 1.560 10.066 -6.933
118 H 0.768 9.902 -7.453
119 H 2.245 10.239 -7.584

Here are the Mulliken charges for atoms 1 to 99, given in e: 0.362, 0.034, -0.854, -0.126, -0.080, -0.249, 0.376, -0.465, 0.067, -0.425, -0.109, 0.218, 0.349, 0.515, -0.591, 0.245, 0.272, -0.572, 0.317, 0.435, -0.573, 0.221, 0.241, -0.630, 0.273, 0.306, -0.643, 0.289, 0.317, -0.691, 0.318, 0.316, -0.645, 0.280, 0.299, -0.505, 0.282, 0.215, -0.672, 0.306, 0.349, -0.558, 0.262, 0.272, -0.502, 0.250, 0.264, -0.658, 0.366, 0.244, -0.692, 0.287, 0.137, -0.573, 0.373, 0.262, -0.389, 0.289, 0.226, -0.632, 0.273, 0.317, -0.614, 0.178, 0.261, -0.613, 0.358, 0.277, -0.625, 0.323, 0.315, -0.654, 0.316, 0.324, -0.686, 0.295, 0.317, -0.602, 0.290, 0.345, -0.644, 0.266, 0.301, -0.600, 0.279, 0.301, -0.606, 0.341, 0.237, -0.615, 0.301, 0.356, -0.648, 0.315, 0.319, -0.548, 0.308, 0.262, -0.654